# 1
Formula: C52H37BrClIN6O3PY
Source: OMol25
Level of theory: wB97M-V/def2-TZVPD

## Properties
Total charge: +2
HOMO (eV): -12.1
E (eV): -170594.8057
Orbital gap (eV): 6.3257
Strongest force on any atom (eV/A): 3.5
Energy above the lowest of the compared OMol25 structures with the same formula, charge and spin (kcal per mole): 67.0

Last column: Löwdin charge in e.
Atoms and positions in Å:
Y 0.82 -0.91 0.70  1.47
O -2.97 0.06 5.61  0.11
C -2.28 -0.30 4.49  -0.25
C -2.22 -1.60 4.00  0.01
C -1.63 -1.89 2.82  -0.04
N -0.94 -0.85 2.17  -0.10
C -1.06 0.41 2.60  -0.64
Br -0.36 1.87 1.51  0.83
C -1.62 0.74 3.80  -0.02
H -3.48 -0.65 6.04  0.14
H -2.68 -2.42 4.59  0.15
H -1.60 -2.84 2.30  0.12
H -1.62 1.80 4.18  0.15
C 3.61 -3.06 -2.46  0.00
C 2.96 -2.03 -1.77  -0.10
N 2.63 -2.11 -0.50  0.03
C 2.87 -3.26 0.18  -0.14
C 3.41 -4.40 -0.44  -0.15
C 3.79 -4.29 -1.80  0.05
C 3.56 -5.60 0.27  0.01
C 3.25 -5.70 1.61  0.01
C 2.61 -4.63 2.24  -0.15
C 2.07 -4.67 3.54  0.04
C 1.59 -3.53 4.16  -0.02
C 1.71 -2.29 3.48  -0.11
N 2.13 -2.22 2.20  -0.03
C 2.59 -3.39 1.59  -0.12
H 4.04 -2.88 -3.44  0.12
H 2.74 -1.08 -2.28  0.13
H 4.17 -5.23 -2.28  0.15
H 3.92 -6.47 -0.28  0.14
H 3.24 -6.68 2.10  0.14
H 1.88 -5.64 4.04  0.15
H 1.32 -3.51 5.22  0.12
H 1.46 -1.38 4.06  0.14
Cl 0.09 1.68 -1.47  0.59
C -1.08 1.11 -2.72  -0.56
C -0.50 0.62 -3.93  -0.12
C -1.28 0.30 -4.99  -0.07
C -2.65 0.18 -4.73  -0.08
C -3.26 0.67 -3.61  -0.07
C -2.49 1.15 -2.52  -0.35
P -3.05 1.59 -0.82  1.04
C -4.83 1.80 -1.03  -0.39
C -5.46 2.85 -1.72  -0.06
C -6.86 2.79 -2.02  -0.06
C -7.58 1.67 -1.64  -0.06
C -6.98 0.63 -0.85  -0.07
C -5.64 0.71 -0.55  -0.11
C -2.76 3.36 -0.63  -0.46
C -3.01 4.02 0.58  -0.13
C -2.67 5.36 0.79  -0.08
C -2.27 6.11 -0.29  -0.09
C -1.99 5.55 -1.53  -0.06
C -2.27 4.18 -1.68  -0.11
H 0.51 0.41 -3.95  0.07
H -0.84 0.25 -6.00  0.13
H -3.34 -0.41 -5.45  0.15
H -4.33 0.68 -3.51  0.10
H -4.89 3.71 -2.07  0.11
H -7.30 3.62 -2.55  0.10
H -8.67 1.68 -1.78  0.11
H -7.60 -0.20 -0.53  0.10
H -5.16 0.04 0.09  0.06
H -3.52 3.48 1.38  0.10
H -2.85 5.81 1.76  0.11
H -2.20 7.20 -0.17  0.12
H -1.74 6.11 -2.42  0.11
H -2.28 3.82 -2.69  0.10
N 7.39 8.24 0.05  0.19
C 6.73 7.34 0.38  -0.18
C 6.10 6.10 0.62  -0.23
C 6.39 5.36 1.76  -0.03
C 5.68 4.21 2.06  0.02
C 4.61 3.75 1.13  -0.15
C 4.35 4.52 -0.02  0.00
C 4.98 5.77 -0.16  0.01
N 4.05 2.48 1.29  -0.01
C 4.57 1.45 2.07  -0.01
C 3.63 0.43 2.01  -0.13
N 2.67 0.72 1.05  -0.07
C 2.91 1.96 0.69  -0.17
H 7.30 5.63 2.32  0.14
H 5.90 3.57 2.96  0.12
H 3.63 4.21 -0.77  0.11
H 4.68 6.43 -0.97  0.13
H 5.52 1.50 2.64  0.14
H 3.74 -0.60 2.44  0.11
H 2.43 2.44 -0.11  0.08
I -1.09 -8.59 -2.51  0.89
C -1.39 -6.53 -2.19  -0.69
C -2.25 -6.04 -1.18  -0.13
C -2.22 -4.71 -0.84  -0.02
C -1.24 -3.83 -1.37  -0.10
C -0.54 -4.27 -2.53  -0.02
C -0.53 -5.61 -2.91  -0.12
C -0.63 -2.68 -0.58  -0.53
O -0.36 -2.86 0.66  -0.13
O -0.36 -1.57 -1.17  -0.12
H -2.86 -6.76 -0.68  0.09
H -2.95 -4.32 -0.18  0.11
H 0.05 -3.63 -3.14  0.10
H -0.04 -6.04 -3.79  0.09

# 2
Formula: C52H37ClN2O33P
Source: OMol25
Level of theory: wB97M-V/def2-TZVPD

## Properties
Total charge: +1
HOMO (eV): -10.6
E (eV): -146865.0020
Orbital gap (eV): 4.8276
Strongest force on any atom (eV/A): 6.6

Last column: Löwdin charge in e.
Atoms and positions in Å:
O 6.08 -5.78 0.14  -0.37
P 5.45 -5.96 -1.48  0.62
Cl 6.14 -7.77 -2.36  0.21
C 3.53 -6.12 -1.23  -0.24
C 2.93 -7.37 -0.30  0.06
C 1.30 -7.33 -0.22  0.06
C 0.44 -6.16 -0.94  0.02
N 1.15 -5.12 -1.73  0.06
N 2.50 -5.20 -1.81  0.00
H 5.40 -5.36 0.76  0.09
H 3.62 -8.18 0.20  0.13
H 0.71 -8.14 0.41  0.13
H -0.74 -6.12 -0.85  0.14
H 2.93 -4.44 -2.43  0.19
C -1.15 -3.54 0.56  0.07
C -0.88 -2.26 0.81  -0.19
C -1.85 -1.39 1.54  -0.28
O -1.57 -0.22 1.77  0.11
C -3.14 -1.98 1.95  0.10
C -3.41 -3.27 1.69  -0.20
C -2.42 -4.14 0.99  -0.30
O -2.69 -5.32 0.79  0.09
O -4.61 -3.83 2.07  0.09
O 0.31 -1.69 0.41  0.08
H -0.45 -4.18 0.04  0.07
H -3.84 -1.34 2.46  0.15
H -4.57 -4.76 1.77  0.12
H 0.27 -0.75 0.71  0.12
C -0.06 -4.31 -4.60  0.06
C -1.11 -3.48 -4.71  -0.20
C -1.74 -3.21 -6.04  -0.30
O -2.71 -2.46 -6.10  0.12
C -1.16 -3.85 -7.22  0.09
C -0.11 -4.67 -7.11  -0.21
C 0.50 -4.97 -5.79  -0.31
O 1.45 -5.74 -5.72  0.09
O 0.44 -5.28 -8.23  0.09
O -1.64 -2.86 -3.61  0.07
H 0.40 -4.52 -3.65  0.08
H -1.61 -3.63 -8.18  0.14
H 1.18 -5.82 -7.89  0.12
H -2.39 -2.32 -3.95  0.07
C -5.32 -2.86 -3.21  0.08
C -5.05 -1.57 -2.95  -0.19
C -6.02 -0.71 -2.23  -0.30
O -5.74 0.46 -2.00  0.11
C -7.30 -1.30 -1.82  0.08
C -7.57 -2.58 -2.08  -0.21
C -6.59 -3.46 -2.78  -0.30
O -6.86 -4.64 -2.98  0.11
O -8.78 -3.15 -1.70  0.09
O -3.86 -1.00 -3.36  0.06
H -4.62 -3.50 -3.73  0.13
H -8.01 -0.66 -1.31  0.14
H -8.73 -4.08 -1.99  0.12
H -3.90 -0.07 -3.06  0.13
C -2.51 5.19 3.98  0.08
C -3.44 4.24 4.08  -0.20
C -3.36 3.00 3.26  -0.30
O -4.22 2.13 3.38  0.10
C -2.25 2.87 2.31  0.07
C -1.32 3.82 2.20  -0.20
C -1.38 5.05 3.05  -0.29
O -0.50 5.90 2.94  0.10
O -0.27 3.70 1.31  0.07
O -4.50 4.37 4.95  0.07
H -2.55 6.10 4.57  0.14
H -2.22 1.97 1.70  0.11
H 0.26 4.52 1.43  0.09
H -5.03 3.55 4.84  0.09
C 2.30 11.45 4.00  0.08
C 2.94 10.29 3.88  -0.21
C 2.21 9.02 3.60  -0.30
O 2.84 7.98 3.47  0.10
C 0.75 9.08 3.48  0.08
C 0.10 10.24 3.61  -0.21
C 0.83 11.51 3.87  -0.31
O 0.21 12.57 3.96  0.11
O -1.28 10.31 3.51  0.08
O 4.32 10.22 4.01  0.08
H 2.81 12.38 4.21  0.14
H 0.23 8.15 3.30  0.11
H -1.51 11.25 3.64  0.12
H 4.55 9.28 3.87  0.11
C 8.98 -5.72 -5.78  0.08
C 8.28 -5.06 -4.86  -0.22
C 7.06 -4.29 -5.22  -0.31
O 6.43 -3.71 -4.34  0.07
C 6.66 -4.24 -6.63  0.07
C 7.36 -4.90 -7.56  -0.20
C 8.57 -5.70 -7.19  -0.30
O 9.18 -6.30 -8.06  0.12
O 7.00 -4.86 -8.89  0.09
O 8.66 -5.07 -3.53  0.06
H 9.87 -6.29 -5.53  0.14
H 5.78 -3.66 -6.88  0.14
H 7.66 -5.42 -9.36  0.12
H 8.00 -4.53 -3.06  0.10
C -4.02 1.61 7.90  0.08
C -3.43 1.38 9.07  -0.21
C -3.86 2.09 10.31  -0.30
O -3.31 1.83 11.38  0.11
C -4.94 3.08 10.20  0.08
C -5.52 3.32 9.03  -0.20
C -5.12 2.59 7.79  -0.29
O -5.69 2.82 6.73  0.09
O -6.54 4.25 8.91  0.09
O -2.40 0.46 9.18  0.08
H -3.72 1.10 6.99  0.14
H -5.22 3.60 11.10  0.14
H -6.80 4.24 7.97  0.12
H -2.14 0.47 10.13  0.12
C 4.78 2.88 -1.29  0.07
C 4.08 3.54 -0.36  -0.20
C 2.86 4.32 -0.72  -0.29
O 2.23 4.90 0.15  0.10
C 2.46 4.36 -2.14  0.08
C 3.16 3.70 -3.06  -0.21
C 4.37 2.91 -2.70  -0.31
O 4.98 2.30 -3.57  0.10
O 2.80 3.74 -4.40  0.08
O 4.46 3.53 0.97  0.08
H 5.67 2.32 -1.04  0.14
H 1.58 4.94 -2.39  0.14
H 3.46 3.19 -4.86  0.12
H 3.80 4.08 1.44  0.12

# 3
Formula: C52H38BiCl4F6N5O7S2Te
Source: OMol25
Level of theory: wB97M-V/def2-TZVPD

## Properties
HOMO (eV): -7.6
E (eV): -177516.6186
Orbital gap (eV): 5.6470
Strongest force on any atom (eV/A): 0.5

Last column: Löwdin charge in e.
Atoms and positions in Å:
Bi 0.02 -0.10 -0.09  1.98
Cl 3.80 -7.62 4.23  0.66
C 3.00 -6.39 3.30  -0.67
C 2.40 -6.73 2.10  -0.10
C 1.76 -5.75 1.36  -0.03
C 1.70 -4.44 1.81  -0.21
C 2.31 -4.12 3.02  -0.01
C 2.96 -5.09 3.77  -0.09
C 1.01 -3.37 1.03  -0.07
C -0.21 -2.90 1.53  -0.23
C -0.92 -3.48 2.63  0.03
C -2.07 -2.78 2.79  0.03
C -2.08 -1.76 1.77  -0.23
C -3.14 -0.88 1.54  -0.07
C -4.27 -0.92 2.52  -0.22
C -5.47 -1.55 2.20  -0.02
C -6.51 -1.60 3.11  -0.09
C -6.35 -1.02 4.36  -0.67
Cl -7.65 -1.09 5.51  0.67
C -5.17 -0.39 4.70  -0.09
C -4.14 -0.34 3.78  -0.02
C -3.26 -0.03 0.44  -0.25
N -2.30 0.20 -0.51  -0.02
C -2.85 1.02 -1.46  -0.25
C -2.22 1.48 -2.61  -0.11
C -2.97 2.46 -3.46  -0.21
C -3.20 3.75 -3.01  -0.03
C -3.90 4.67 -3.79  -0.09
C -4.38 4.27 -5.02  -0.67
Cl -5.25 5.41 -6.00  0.67
C -4.17 2.99 -5.49  -0.09
C -3.47 2.08 -4.71  -0.02
C -0.94 1.10 -3.04  -0.27
C -0.31 1.55 -4.25  0.01
C 0.92 0.97 -4.30  0.03
C 1.05 0.15 -3.13  -0.24
N -0.09 0.26 -2.38  -0.04
C 2.14 -0.68 -2.86  -0.06
C 2.17 -1.65 -1.86  -0.23
C 3.22 -2.61 -1.69  0.03
C 2.90 -3.37 -0.63  0.04
C 1.65 -2.89 -0.11  -0.23
N 1.22 -1.85 -0.90  -0.03
C 3.35 -0.51 -3.72  -0.21
C 4.20 0.56 -3.45  0.01
C 5.33 0.76 -4.23  -0.08
C 5.61 -0.11 -5.26  -0.66
Cl 7.03 0.13 -6.24  0.66
C 4.77 -1.18 -5.54  -0.10
C 3.64 -1.38 -4.76  -0.03
C -4.21 1.33 -1.09  0.02
C -4.45 0.69 0.09  0.01
N -0.94 -1.86 1.02  -0.04
H 2.44 -7.76 1.75  0.11
H 1.28 -6.01 0.42  0.13
H 2.29 -3.09 3.37  0.12
H 3.44 -4.84 4.71  0.11
H -0.60 -4.34 3.20  0.12
H -2.86 -2.95 3.50  0.12
H -5.58 -2.01 1.23  0.13
H -7.44 -2.10 2.87  0.11
H -5.06 0.05 5.69  0.11
H -3.20 0.14 4.05  0.10
H -2.83 4.05 -2.04  0.10
H -4.07 5.68 -3.44  0.11
H -4.56 2.70 -6.46  0.11
H -3.31 1.07 -5.06  0.13
H -0.75 2.22 -4.98  0.12
H 1.66 1.07 -5.08  0.12
H 4.11 -2.67 -2.30  0.12
H 3.46 -4.19 -0.21  0.12
H 3.98 1.23 -2.62  0.12
H 6.00 1.59 -4.02  0.11
H 5.01 -1.85 -6.36  0.10
H 2.98 -2.21 -4.97  0.13
H -4.89 1.93 -1.66  0.12
H -5.37 0.69 0.65  0.12
F 5.28 0.70 2.84  0.16
C 4.14 0.04 2.93  -0.69
F 4.40 -1.27 2.99  0.13
F 3.52 0.39 4.06  0.14
S 3.09 0.37 1.47  0.56
O 1.88 -0.41 1.80  -0.43
O 3.82 -0.12 0.33  -0.26
N 2.89 1.89 1.62  -0.30
S 2.79 2.95 0.35  0.58
O 3.34 3.87 -0.96  -0.22
O 1.39 3.86 0.75  -0.60
C 3.64 4.22 1.50  -0.66
F 4.93 3.94 1.68  0.14
F 3.07 4.24 2.71  0.11
F 3.56 5.47 1.02  0.12
C -1.04 2.28 4.31  -0.14
C -2.07 3.26 3.74  -0.14
C -2.31 2.68 2.36  -0.20
O -1.02 2.25 1.93  -0.31
C -0.25 1.83 3.08  -0.16
H -1.55 1.44 4.79  0.10
H -0.40 2.74 5.06  0.12
H -1.64 4.26 3.65  0.11
H -2.98 3.33 4.33  0.12
H -2.69 3.39 1.63  0.12
H -3.00 1.82 2.40  0.10
H 0.73 2.30 3.00  0.11
H -0.12 0.74 3.05  0.10
C -0.90 5.21 0.13  -0.29
Te 0.00 3.39 -0.50  1.74
C 0.71 4.31 -2.25  -0.27
H -1.91 5.31 -0.25  0.01
H -0.27 6.02 -0.22  0.03
H -0.91 5.19 1.22  0.01
H 1.35 5.13 -1.93  0.04
H -0.15 4.68 -2.81  0.02
H 1.28 3.58 -2.82  0.02
O 1.84 2.06 -0.60  -0.68
O 4.17 2.69 -0.49  -0.20

The lowest strongest force on any atom belongs to which entry? C52H38BiCl4F6N5O7S2Te